Entry 1:
# C46H102Br2F3N6O16P2

5 unconnected molecules or ions with the total composition C46H102Br2F3N6O16P2 in a non-equilibrium geometry (ωB97M-V/def2-TZVPD, OMol25).

HOMO-LUMO gap, eV: 7.987
Lowest unoccupied orbital energy, Ha: -0.079
Strongest force on any atom, eV/A: 2.3

```
! wB97M-V def2-TZVPD RIJCOSX def2/J DEFGRID3
* xyz 1 1
C -4.09 2.40 -0.57
C -4.96 2.45 -1.85
C -5.22 1.07 -2.43
C -3.92 0.50 -3.00
C -3.97 -0.99 -3.27
C -2.62 -1.67 -3.64
C -1.37 -0.78 -3.57
C -0.86 -0.54 -2.14
C -0.09 -1.80 -1.63
P -1.13 -2.96 -0.64
O -0.51 -3.32 0.64
O -1.37 -4.25 -1.56
O -2.59 -2.40 -0.43
C 1.27 -1.54 -0.97
C 2.51 -1.76 -1.86
C 2.34 -2.93 -2.81
C 3.58 -3.17 -3.68
F 4.73 -2.77 -3.06
Br 3.75 -5.03 -4.14
C 3.50 -2.30 -4.97
F 4.71 -2.27 -5.56
F 3.18 -1.01 -4.65
Br 2.18 -2.89 -6.25
N 1.38 -0.27 -0.18
C 2.73 -0.09 0.42
C 3.35 -1.20 1.29
O 4.55 -1.03 1.53
N 2.62 -2.32 1.75
C 2.24 -2.08 3.18
C 3.42 -3.55 1.64
P 0.20 -0.46 1.36
O -1.23 0.03 0.81
O 0.69 0.80 2.25
C 0.93 0.97 -0.93
C 2.01 2.02 -1.25
C 2.20 3.11 -0.18
C 0.07 0.70 -2.18
O 0.81 0.66 -3.38
O -0.75 1.85 -2.25
H -3.94 1.35 -0.32
H -3.12 2.84 -0.77
H -4.56 2.87 0.27
H -5.92 2.90 -1.57
H -4.53 3.12 -2.59
H -5.94 1.11 -3.25
H -5.61 0.42 -1.64
H -3.76 1.02 -3.95
H -3.11 0.81 -2.34
H -4.67 -1.17 -4.07
H -4.41 -1.48 -2.40
H -2.68 -2.08 -4.65
H -2.48 -2.54 -3.01
H -1.57 0.16 -4.08
H -0.60 -1.27 -4.16
H -1.74 -0.33 -1.55
H 0.02 -2.35 -2.55
H -0.51 -4.61 -1.80
H -3.00 -2.01 -1.22
H 1.37 -2.32 -0.21
H 3.32 -2.04 -1.20
H 2.87 -0.86 -2.35
H 2.15 -3.85 -2.26
H 1.54 -2.79 -3.53
H 3.49 0.07 -0.34
H 2.75 0.81 1.01
H 2.57 -1.10 3.48
H 1.17 -2.18 3.33
H 2.72 -2.81 3.82
H 3.75 -3.70 0.62
H 2.78 -4.37 1.93
H 4.26 -3.55 2.34
H -1.31 0.97 0.60
H 0.52 1.68 1.90
H 0.26 1.51 -0.26
H 1.64 2.55 -2.12
H 2.96 1.60 -1.57
H 1.26 3.30 0.33
H 2.57 3.99 -0.70
H 2.99 2.83 0.50
H 1.73 0.44 -3.25
H -0.76 2.14 -3.17
C 4.83 6.82 -0.28
O 4.69 5.76 -1.21
C 4.78 6.16 -2.57
C 6.07 5.69 -3.22
N 7.22 6.41 -2.69
C 8.52 5.84 -3.07
C 8.84 4.42 -2.64
O 9.03 4.24 -1.25
C 7.85 4.09 -0.49
H 4.55 6.44 0.70
H 5.87 7.17 -0.22
H 4.19 7.66 -0.54
H 4.65 7.24 -2.67
H 3.94 5.68 -3.09
H 6.00 5.86 -4.30
H 6.14 4.61 -3.05
H 7.16 6.44 -1.69
H 9.28 6.50 -2.63
H 8.62 5.92 -4.15
H 9.80 4.16 -3.10
H 8.12 3.69 -3.03
H 7.07 3.55 -1.04
H 7.46 5.05 -0.15
H 8.10 3.50 0.40
C -8.78 0.48 3.26
O -9.05 1.71 3.90
C -8.87 1.69 5.31
C -7.65 2.49 5.72
N -6.42 1.83 5.32
C -5.21 2.65 5.44
C -5.13 3.94 4.64
O -5.02 3.77 3.24
C -6.24 3.55 2.56
H -9.15 0.55 2.24
H -7.71 0.25 3.22
H -9.30 -0.35 3.76
H -8.82 0.67 5.69
H -9.75 2.17 5.74
H -7.66 2.60 6.81
H -7.75 3.49 5.28
H -6.50 1.52 4.36
H -4.37 2.02 5.14
H -5.06 2.88 6.50
H -4.20 4.44 4.95
H -5.94 4.64 4.88
H -7.07 4.09 3.01
H -6.47 2.48 2.51
H -6.11 3.90 1.53
C -6.34 -4.97 -4.85
O -5.67 -5.98 -5.56
C -5.67 -5.81 -6.98
C -4.30 -5.45 -7.49
N -3.91 -4.11 -7.09
C -2.51 -3.78 -7.31
C -1.44 -4.61 -6.60
O -1.39 -4.43 -5.19
C -2.35 -5.19 -4.46
H -6.46 -5.31 -3.82
H -5.77 -4.03 -4.83
H -7.33 -4.77 -5.26
H -6.42 -5.08 -7.29
H -5.96 -6.78 -7.41
H -4.30 -5.51 -8.58
H -3.60 -6.21 -7.11
H -4.12 -3.98 -6.11
H -2.37 -2.74 -6.99
H -2.31 -3.80 -8.38
H -0.47 -4.26 -6.97
H -1.50 -5.67 -6.85
H -2.54 -6.16 -4.93
H -3.28 -4.64 -4.33
H -1.94 -5.36 -3.46
C 5.90 0.79 7.92
O 5.68 -0.34 8.75
C 4.73 -0.12 9.80
C 3.45 -0.88 9.54
N 2.70 -0.32 8.43
C 1.60 -1.14 7.95
C 1.90 -2.54 7.42
O 2.62 -2.57 6.19
C 4.02 -2.40 6.31
H 6.78 0.57 7.31
H 5.05 0.97 7.25
H 6.09 1.69 8.51
H 4.54 0.94 9.95
H 5.19 -0.51 10.71
H 2.83 -0.84 10.44
H 3.72 -1.93 9.37
H 3.34 -0.15 7.66
H 1.11 -0.59 7.14
H 0.86 -1.23 8.75
H 0.94 -3.02 7.21
H 2.40 -3.18 8.16
H 4.41 -2.86 7.22
H 4.31 -1.35 6.27
H 4.48 -2.90 5.45
*
```

=====

Entry 2:
# C4H8NO2

A gas-phase ion, C4H8NO2 (charge -1) in a non-equilibrium geometry (ωB97M-V/def2-TZVPD, OMol25).

HOMO-LUMO gap, eV: 6.292
Lowest unoccupied orbital energy, Ha: 0.138
Energy above the lowest of the compared OMol25 structures with the same formula, charge and spin, kJ/mol: 370.9
Strongest force on any atom, eV/A: 4.9

```
! wB97M-V def2-TZVPD RIJCOSX def2/J DEFGRID3
* xyz -1 1
C -0.91 -1.93 -0.25
N -0.70 -0.51 -0.07
C -1.29 0.42 -0.85
O -1.92 0.20 -1.93
C 0.34 -0.09 1.02
C 1.96 0.74 0.47
O 2.36 1.44 1.49
H 0.08 -2.41 0.18
H -1.81 -2.28 0.21
H -1.26 -2.17 -1.28
H -1.01 1.47 -0.64
H 0.00 0.76 1.60
H 0.63 -0.92 1.51
H 1.60 1.30 -0.31
H 2.51 -0.15 0.35
*
```

=====

Entry 3:
# C27H26INO3W

A molecular structure, C27H26INO3W in a non-equilibrium geometry (ωB97M-V/def2-TZVPD, OMol25).

HOMO-LUMO gap, eV: 4.904
Lowest unoccupied orbital energy, Ha: -0.320
Strongest force on any atom, eV/A: 1.1

```
! wB97M-V def2-TZVPD RIJCOSX def2/J DEFGRID3
* xyz 2 1
W -0.65 0.25 0.55
C -2.35 -2.82 1.07
C -2.12 -1.39 1.46
C -2.78 -0.29 0.82
C -3.16 0.95 1.62
C -1.79 1.37 2.12
C -1.05 0.36 2.78
C -1.24 -1.01 2.49
H -1.43 -3.31 0.76
H -3.06 -2.88 0.25
H -2.76 -3.36 1.93
H -3.40 -0.56 -0.03
H -3.88 0.77 2.43
H -1.58 2.41 2.38
H -0.19 0.63 3.39
H -0.60 -1.75 2.96
O 1.26 2.12 -2.47
C 0.49 1.89 -1.59
O 0.74 1.28 -0.44
C -0.94 2.39 -1.60
C -1.31 3.43 -2.46
C -2.51 4.05 -2.23
C -3.30 3.60 -1.15
C -4.43 4.32 -0.72
C -5.16 4.00 0.43
C -4.82 2.87 1.11
C -3.79 1.94 0.64
C -2.89 2.47 -0.41
N -1.71 1.88 -0.64
H -0.62 3.73 -3.23
H -2.83 4.90 -2.82
H -4.72 5.20 -1.29
H -5.99 4.62 0.75
H -5.41 2.56 1.97
H -4.50 1.31 0.04
C 5.37 -4.05 -2.20
C 4.58 -3.11 -1.35
C 3.40 -3.53 -0.73
C 2.64 -2.68 0.04
C 1.42 -3.20 0.72
C 3.10 -1.34 0.22
C 2.39 -0.37 0.95
O 1.18 -0.42 1.35
C 4.34 -0.91 -0.37
C 4.88 0.48 -0.21
C 5.03 -1.81 -1.15
H 4.98 -5.06 -2.16
H 6.42 -4.07 -1.88
H 5.36 -3.71 -3.24
H 3.08 -4.56 -0.86
H 1.33 -4.28 0.56
H 0.53 -2.72 0.33
H 1.46 -3.02 1.80
H 2.92 0.55 1.19
H 4.28 1.20 -0.77
H 5.90 0.52 -0.60
H 4.92 0.80 0.83
H 5.96 -1.49 -1.62
I -0.97 -1.16 -1.76
*
```

=====

Entry 4:
# C8H11FO2

C8H11FO2 in the gas phase in a non-equilibrium geometry (ωB97M-V/def2-TZVPD, OMol25).

HOMO-LUMO gap, eV: 10.429
Lowest unoccupied orbital energy, Ha: 0.025
Energy above the lowest of the compared OMol25 structures with the same formula, charge and spin, kJ/mol: 123.1
Strongest force on any atom, eV/A: 4.1

```
! wB97M-V def2-TZVPD RIJCOSX def2/J DEFGRID3
* xyz 0 1
C 3.24 -0.17 1.09
C 2.11 -0.52 0.91
C 0.79 -0.79 0.41
F 0.61 -2.20 0.44
C -0.30 -0.19 1.21
C -1.47 0.03 0.17
C -2.01 1.44 0.39
O -2.56 1.66 1.65
O -0.98 -0.14 -1.15
C 0.43 -0.23 -1.17
C 0.93 -1.01 -2.35
H 4.09 0.03 1.67
H -0.15 0.74 1.57
H -0.42 -0.85 2.04
H -2.35 -0.58 0.15
H -2.69 1.50 -0.49
H -1.20 2.27 0.33
H -1.92 2.00 2.21
H 0.98 0.76 -1.39
H 0.45 -0.63 -3.28
H 0.40 -1.90 -2.18
H 2.01 -1.23 -2.23
*
```

=====

Entry 5:
# C5H8N4

A molecular structure, C5H8N4 in a non-equilibrium geometry (ωB97M-V/def2-TZVPD, OMol25).

HOMO-LUMO gap, eV: 7.709
Lowest unoccupied orbital energy, Ha: 0.004
Energy above the lowest of the compared OMol25 structures with the same formula, charge and spin, kJ/mol: 599.0
Strongest force on any atom, eV/A: 10.4

```
! wB97M-V def2-TZVPD RIJCOSX def2/J DEFGRID3
* xyz 0 1
C 1.34 -0.56 -0.28
C -0.39 0.90 0.08
C -1.37 -0.20 0.03
C -0.84 -1.37 0.03
C -2.84 0.07 0.31
H 3.69 0.29 -1.30
H 4.24 0.36 0.39
H 1.56 1.50 0.01
H -1.25 1.95 -0.01
H -1.50 -2.31 0.47
H -3.40 0.84 -0.62
H -3.07 0.76 1.41
H -3.33 -0.84 0.68
N 3.27 0.41 -0.46
N 2.59 -0.78 -0.48
N 0.84 0.66 -0.06
N 0.45 -1.67 -0.19
*
```

=====

Entry 6:
# C5H10F3N2

A gas-phase ion, C5H10F3N2 (charge +1) in a non-equilibrium geometry (ωB97M-V/def2-TZVPD, OMol25).

HOMO-LUMO gap, eV: 10.126
Lowest unoccupied orbital energy, Ha: -0.125
Strongest force on any atom, eV/A: 2.0

```
! wB97M-V def2-TZVPD RIJCOSX def2/J DEFGRID3
* xyz 1 1
F -1.28 -1.39 2.28
C -0.14 -1.37 1.62
F 0.68 -0.60 2.22
F 0.28 -2.60 1.59
N -0.45 -0.90 0.25
C -1.25 0.39 0.32
C -0.82 1.43 -0.72
N 0.61 1.71 -0.48
C 1.48 0.52 -0.68
C 0.75 -0.84 -0.65
H -1.08 -1.60 -0.14
H -1.17 0.88 1.29
H -2.30 0.14 0.15
H -1.38 2.34 -0.48
H -1.02 1.12 -1.76
H 0.88 2.36 -1.22
H 1.90 0.60 -1.70
H 2.33 0.58 0.00
H 1.47 -1.56 -0.25
H 0.49 -1.22 -1.64
*
```

=====

Entry 7:
# C30H72O34P4

A molecular structure, C30H72O34P4 in a non-equilibrium geometry (ωB97M-V/def2-TZVPD, OMol25).

HOMO-LUMO gap, eV: 8.930
Lowest unoccupied orbital energy, Ha: 0.021
Energy above the lowest of the compared OMol25 structures with the same formula, charge and spin, kJ/mol: 469.5
Strongest force on any atom, eV/A: 10.6

```
! wB97M-V def2-TZVPD RIJCOSX def2/J DEFGRID3
* xyz 0 1
C -2.07 -6.24 1.49
O -1.62 -5.12 2.22
P -0.03 -5.04 2.45
O 0.46 -3.77 3.01
O 0.41 -6.39 3.21
C 1.73 -6.75 3.60
O 0.49 -5.28 0.97
C 0.21 -4.35 -0.08
H -2.75 -6.88 2.06
H -1.28 -6.97 1.31
H -2.49 -6.07 0.50
H 2.49 -6.02 3.31
H 2.07 -7.64 3.08
H 1.73 -6.94 4.67
H -0.41 -4.81 -0.85
H 1.14 -3.94 -0.49
H -0.41 -3.55 0.33
C -1.31 4.09 3.58
O -1.70 3.34 2.42
P -2.77 2.15 2.47
O -3.15 1.60 1.15
O -3.96 2.66 3.39
C -5.09 1.77 3.42
O -2.06 1.06 3.42
C -0.73 0.58 3.13
H -2.16 4.77 3.72
H -0.42 4.70 3.48
H -1.21 3.39 4.41
H -5.01 0.91 2.75
H -5.93 2.38 3.12
H -5.24 1.34 4.42
H -0.05 0.80 3.96
H -0.25 1.03 2.26
H -0.79 -0.50 3.16
C 1.48 0.03 -8.12
O 2.55 0.58 -7.37
P 2.18 1.12 -5.89
O 3.19 2.02 -5.28
O 1.88 -0.19 -5.05
C 1.17 -0.11 -3.81
O 0.70 1.77 -6.02
C 0.61 3.19 -6.10
H 0.61 -0.31 -7.54
H 1.76 -0.87 -8.67
H 1.14 0.74 -8.87
H 0.13 -0.44 -3.88
H 1.25 0.92 -3.47
H 1.60 -0.86 -3.15
H 1.01 3.58 -7.03
H 1.00 3.69 -5.20
H -0.44 3.42 -5.89
C 1.92 2.45 2.23
O 1.79 1.97 3.54
P 2.47 2.75 4.76
O 3.94 2.68 4.78
O 1.88 4.23 4.66
C 2.73 5.26 5.15
O 1.80 2.17 6.10
C 2.24 0.89 6.57
H 0.99 2.77 1.75
H 2.34 1.72 1.53
H 2.57 3.32 2.12
H 2.33 5.56 6.12
H 2.79 6.14 4.51
H 3.77 4.99 5.34
H 2.98 0.37 5.97
H 1.36 0.29 6.79
H 2.68 1.01 7.57
C -3.70 5.01 -0.57
O -3.84 5.64 -1.85
C -3.33 5.08 -2.93
O -2.69 4.06 -2.93
O -3.60 5.85 -3.96
C -2.93 5.72 -5.20
H -4.58 4.98 0.07
H -2.90 5.51 -0.02
H -3.42 3.97 -0.75
H -1.85 5.82 -5.09
H -3.27 6.54 -5.81
H -3.02 4.71 -5.62
C -3.61 0.18 -9.62
O -3.38 1.06 -8.50
C -2.65 0.54 -7.51
O -1.89 -0.39 -7.62
O -2.96 1.22 -6.41
C -2.27 0.88 -5.21
H -4.28 -0.63 -9.34
H -2.64 -0.05 -10.05
H -4.16 0.79 -10.34
H -1.29 0.43 -5.32
H -2.81 0.12 -4.64
H -2.28 1.78 -4.60
C 5.32 0.30 2.56
O 4.53 0.18 1.39
C 5.11 0.53 0.22
O 6.27 0.86 0.17
O 4.22 0.61 -0.71
C 4.59 0.80 -2.06
H 5.77 1.29 2.62
H 6.17 -0.38 2.53
H 4.82 0.10 3.51
H 5.26 -0.02 -2.33
H 5.17 1.70 -2.25
H 3.77 0.79 -2.78
C -5.27 -5.36 -0.14
O -5.15 -4.14 0.58
C -4.03 -3.44 0.48
O -3.17 -3.66 -0.35
O -4.13 -2.45 1.33
C -3.12 -1.45 1.47
H -4.38 -5.98 -0.04
H -5.45 -5.11 -1.18
H -6.01 -6.05 0.28
H -2.18 -1.88 1.13
H -3.09 -1.07 2.49
H -3.34 -0.56 0.88
C -1.23 1.56 -1.50
O -0.84 1.25 -0.14
C -0.22 0.10 0.11
O 0.09 -0.78 -0.66
O -0.10 0.08 1.43
C 0.75 -0.85 2.09
H -0.85 2.55 -1.72
H -2.31 1.60 -1.56
H -0.77 0.87 -2.20
H 0.56 -0.73 3.16
H 1.79 -0.60 1.89
H 0.44 -1.87 1.86
C 3.91 -4.63 5.76
O 3.83 -4.09 4.47
C 3.42 -2.84 4.29
O 3.32 -2.04 5.18
O 3.22 -2.53 3.00
C 3.53 -3.41 1.96
H 4.48 -3.98 6.42
H 4.43 -5.58 5.71
H 2.99 -4.79 6.33
H 3.19 -2.98 1.02
H 3.18 -4.43 2.11
H 4.61 -3.49 1.79
*
```

=====

Number 7 is which compound? C30H72O34P4